C4H25N2O8 | ωB97M-V/def2-TZVPD

The geometry in ORCA input format:
```
! RIJCOSX wB97M-V def2-TZVPD def2/J DEFGRID3
* xyz 1 1
H -0.0628 0.5527 1.3331
H 1.7345 2.0156 0.4282
H -2.4709 -0.1348 -0.2233
O -0.9567 -1.8289 2.8037
H -1.0890 -1.8440 3.7569
C 0.3345 1.9240 -1.0510
O 1.7842 -0.4658 0.1924
H -0.9631 2.9554 0.2296
H 1.9145 0.1125 -3.4795
H 0.3828 -2.0897 -2.3772
O 0.2325 1.8680 -2.2845
H 3.0944 -2.8129 2.3730
H 2.5548 -3.5260 1.0738
H 2.3220 2.0402 -1.2204
C -0.9813 0.9033 0.8849
H 1.3045 -0.8620 -0.5531
H -0.9173 -2.7785 2.6202
C -1.8521 1.3863 2.0491
H -1.8147 2.0014 -0.7805
O 4.1169 0.3454 -0.9102
H -1.7773 -1.0089 1.0532
H -1.9409 0.6940 2.8886
N 1.5703 2.1141 -0.5578
H -4.5412 -1.0664 -0.0190
O 2.7859 -2.6868 1.4677
H -1.4352 2.3175 2.4154
O 1.0109 0.0390 -3.8185
H -2.8896 1.4061 1.7255
H 2.1376 -1.2006 0.7351
N -1.5860 -0.3428 0.3029
O -4.2502 -0.1480 -0.0280
H -0.9681 -0.7325 -0.4240
H 0.6781 0.9487 -3.7470
H -4.8400 0.4123 -0.5486
O -0.0385 -1.3800 -1.8723
H 4.8024 -0.3206 -0.9923
C -0.8962 1.9476 -0.1998
H 3.2731 -0.1237 -0.7610
H 0.2371 -0.6307 -2.4853
*
```

LUMO level in eV: -2.835
HOMO-LUMO gap in Eh: 0.36637
E_HOMO in hartree: -0.471

The molecule's Mulliken atomic charges, reported in e, are given here: atom 1 (H): 0.18, atom 2 (H): 0.22, atom 3 (H): 0.56, atom 4 (O): -0.57, atom 5 (H): 0.28, atom 6 (C): 0.27, atom 7 (O): -0.71, atom 8 (H): 0.46, atom 9 (H): 0.35, atom 10 (H): 0.30, atom 11 (O): -0.72, atom 12 (H): 0.29, atom 13 (H): 0.28, atom 14 (H): 0.28, atom 15 (C): 0.47, atom 16 (H): 0.31, atom 17 (H): 0.28, atom 18 (C): -1.52, atom 19 (H): 0.35, atom 20 (O): -0.64, atom 21 (H): 0.37, atom 22 (H): 0.31, atom 23 (N): -0.24, atom 24 (H): 0.29, atom 25 (O): -0.59, atom 26 (H): 0.44, atom 27 (O): -0.75, atom 28 (H): 0.32, atom 29 (H): 0.40, atom 30 (N): 0.12, atom 31 (O): -0.64, atom 32 (H): 0.12, atom 33 (H): 0.42, atom 34 (H): 0.31, atom 35 (O): -0.80, atom 36 (H): 0.27, atom 37 (C): -0.90, atom 38 (H): 0.40, atom 39 (H): 0.44

C30H28Cl2IN4O7RuS | ωB97M-V/def2-TZVPD

The geometry in ORCA input format:
```
! RIJCOSX wB97M-V def2-TZVPD def2/J DEFGRID3
* xyz 0 6
Cl 3.4793 3.6318 -1.8276
H -1.6359 5.2426 -0.2201
Cl 0.1441 7.4794 -0.0556
H 0.2668 -0.0668 5.7113
H 1.0979 -6.2578 -0.9319
C 1.8955 4.0966 -1.2903
C -3.2039 -0.8927 -0.3869
H -6.5052 2.2460 0.4983
C 5.2004 0.5060 -0.4329
C -1.7064 -2.6208 -0.6584
O -1.4744 1.4790 -1.0936
C -3.4603 0.0584 0.5893
H 1.1588 -2.6818 2.9945
H 2.2990 -1.4364 4.7705
H -6.3595 -1.2924 -1.5658
H 2.7379 -2.3180 -0.6186
H 5.2709 1.1302 1.5853
C 2.0914 -4.3523 -0.7638
H -0.3915 0.9062 3.5108
H 2.0068 0.0930 3.9265
N 0.6836 -2.4153 -0.6827
C 0.8630 3.1070 -1.2783
C -7.2098 0.4982 0.2082
C -0.4097 3.5846 -0.8754
C -1.5190 2.6914 -0.8845
H 6.0605 -0.1419 -2.7472
O 1.0810 1.9059 -1.6566
O -0.0587 0.0720 1.1886
N -1.8591 -1.3652 -0.5220
C -0.3839 -3.2268 -0.7367
C 0.9824 -5.1841 -0.8554
C 1.2938 -1.6064 2.8498
C -5.5405 -0.9177 -0.9655
C 4.6683 0.7701 0.7633
H -0.1702 -1.6844 5.1621
H -1.7407 -0.1845 3.9580
H 2.0149 -1.4289 2.0515
H 0.5322 -0.1438 -3.6975
S -0.3079 -1.0136 2.2277
H -4.0431 -2.0639 -1.9784
C -5.7969 0.0362 0.0085
H 6.2534 0.6280 -0.6494
H -2.5113 3.1401 -0.7015
C -0.6382 4.9268 -0.5068
H -4.9407 1.2398 1.5763
C -0.2696 -4.6094 -0.8402
H 3.0971 -4.7505 -0.7483
C -4.7506 0.5173 0.7899
O -8.1683 -0.2038 0.0747
C 1.5857 -0.8833 4.1592
H 4.6531 -1.1326 -3.1895
H 2.4875 6.1013 -0.9367
C 0.3897 5.8124 -0.5139
C -0.2340 -0.6238 -3.1027
C 0.2251 -0.7165 4.8371
H -2.5621 -3.2969 -0.6471
H -0.1812 -1.7044 -3.2146
O 2.6994 0.8663 2.0501
N 4.4239 0.0776 -1.4890
H 4.6397 0.5976 -3.5213
O 2.3633 -0.4898 -2.2507
I -2.1034 -0.0475 -3.9578
O -7.3597 1.8007 0.5523
C 3.0748 -0.0821 -1.2942
N 2.5005 0.1270 -0.1079
H -2.6388 0.4160 1.1973
C 1.6706 5.3901 -0.9173
C -0.6728 -0.1200 3.7572
C 3.2241 0.6134 0.9683
Ru 0.2371 -0.1013 -1.0745
H -1.1707 -5.2085 -0.9003
C 4.9752 -0.1636 -2.8175
C 1.8967 -2.9875 -0.6902
C -4.2474 -1.3720 -1.1699
*
```

LUMO level (spin up / spin down) in eV: -1.218 / -1.304
HOMO-LUMO gap (spin up / spin down) in Eh: 0.19888 / 0.23346
E_HOMO (spin up / spin down) in hartree: -0.244 / -0.281

The molecule's Mulliken atomic charges, reported in e, are given here: atom 1 (Cl): -0.20, atom 2 (H): 0.40, atom 3 (Cl): -0.25, atom 4 (H): 0.39, atom 5 (H): 0.44, atom 6 (C): 0.47, atom 7 (C): -0.67, atom 8 (H): 0.34, atom 9 (C): -0.34, atom 10 (C): -0.56, atom 11 (O): -0.10, atom 12 (C): -0.11, atom 13 (H): 0.61, atom 14 (H): 0.44, atom 15 (H): 0.43, atom 16 (H): 0.48, atom 17 (H): 0.47, atom 18 (C): -0.95, atom 19 (H): 0.26, atom 20 (H): 0.27, atom 21 (N): 1.07, atom 22 (C): -0.30, atom 23 (C): 0.45, atom 24 (C): 0.82, atom 25 (C): -0.34, atom 26 (H): 0.39, atom 27 (O): -0.29, atom 28 (O): -0.61, atom 29 (N): 1.42, atom 30 (C): 0.19, atom 31 (C): -0.58, atom 32 (C): -0.38, atom 33 (C): -1.04, atom 34 (C): -1.04, atom 35 (H): 0.28, atom 36 (H): 0.48, atom 37 (H): -0.22, atom 38 (H): 0.54, atom 39 (S): 0.40, atom 40 (H): 0.62, atom 41 (C): 0.61, atom 42 (H): 0.36, atom 43 (H): 0.22, atom 44 (C): -1.01, atom 45 (H): 0.51, atom 46 (C): -1.03, atom 47 (H): 0.51, atom 48 (C): -1.21, atom 49 (O): -0.54, atom 50 (C): -0.59, atom 51 (H): 0.28, atom 52 (H): 0.45, atom 53 (C): 0.16, atom 54 (C): -1.01, atom 55 (C): -0.73, atom 56 (H): 0.55, atom 57 (H): 0.44, atom 58 (O): -0.67, atom 59 (N): 0.34, atom 60 (H): 0.29, atom 61 (O): -0.60, atom 62 (I): -0.13, atom 63 (O): -0.48, atom 64 (C): -0.20, atom 65 (N): 1.07, atom 66 (H): 0.46, atom 67 (C): -0.61, atom 68 (C): -0.69, atom 69 (C): 0.23, atom 70 (Ru): 0.97, atom 71 (H): 0.51, atom 72 (C): -1.01, atom 73 (C): -0.72, atom 74 (C): -0.38

C35H43AlCl3GeN2O | ωB97M-V/def2-TZVPD

The geometry in ORCA input format:
```
! RIJCOSX wB97M-V def2-TZVPD def2/J DEFGRID3
* xyz 1 1
H -0.3006 19.5439 16.6493
O -1.0081 15.3224 11.8962
H -5.9797 13.6437 14.3527
H -3.2494 13.3995 11.9854
H -3.4614 16.1808 12.5671
C -6.7538 19.8213 12.4469
H 2.4229 18.0581 8.1200
C -4.6136 15.7397 10.8121
H -6.6943 17.9568 7.8312
C -0.0482 11.8124 12.2982
H -6.6511 14.8767 10.8602
C -4.2378 19.4623 12.8849
H -5.9005 20.6345 9.7143
H -6.8789 14.8857 13.4077
C -0.6005 14.0890 11.5643
H -5.2394 21.3080 12.1813
C -0.7600 19.7919 13.2060
C -4.2970 19.0440 9.6189
C -5.8730 15.2867 10.1992
C -0.5128 19.2313 15.5890
H -0.6967 20.5345 12.4028
H -4.9562 18.2366 9.8184
H -4.3348 20.9844 8.8254
H -0.1530 21.1826 14.6353
H -6.9440 14.9397 8.4784
C -3.5042 15.9487 9.9865
H -7.4201 19.2895 14.4798
Cl -0.6567 13.6338 14.2638
H -5.2704 16.4476 12.7085
C -4.5139 15.8171 12.2729
H -6.6836 17.9575 13.5166
C -4.8823 15.5844 7.9745
H -7.4747 19.1025 8.8922
H -1.1646 17.2349 16.1308
C -0.4750 18.3105 10.6050
C -5.9042 14.5891 13.8127
C -5.1699 20.2397 9.0089
C -5.9871 15.2729 8.7972
H 0.0996 18.5398 7.2836
H -5.0729 19.6512 6.9967
C -0.4322 13.1211 12.5902
H -1.7919 18.8067 8.9369
C 1.5739 18.0938 8.7535
H -4.5628 18.4505 13.0543
H 0.0566 11.1573 13.1424
H -5.0048 15.4624 6.8902
N -1.6152 18.2818 11.5635
C 0.1038 12.3341 9.9131
H -6.6748 19.3250 11.4987
H -3.5284 19.6179 13.7246
C -0.6792 18.6228 9.3349
Ge -3.2186 19.5600 11.1887
H 0.2545 12.1345 8.8784
H -2.8029 16.0352 7.8963
H -8.2596 18.4250 13.1435
H -5.7920 15.3872 14.5369
H -3.7963 18.6396 8.7657
C -0.2872 13.6525 10.2693
C 1.7680 17.7168 10.0548
Cl -0.4711 14.8205 8.9917
H -4.9119 13.0733 11.2621
H 2.6395 17.1392 10.3655
C -1.3189 17.5650 13.9863
H -6.2686 20.9543 7.3547
H -7.4910 20.6861 12.3265
C -3.6626 15.9019 8.5849
C 0.3245 18.5739 8.3433
C -7.3394 18.8218 13.5125
H -5.6300 20.8763 13.8366
C -1.1502 18.4989 12.9939
Al -1.9971 16.4777 10.9849
C -7.0617 19.0007 7.8735
H -4.3737 12.5431 12.9676
H 0.9301 17.3164 11.9256
C 0.1340 11.4529 10.9848
H -2.4208 20.6848 10.6516
C -5.8419 19.9286 7.7230
H -1.8390 16.6360 13.8634
H -7.8131 19.1911 7.1586
N -4.8065 14.5307 12.8662
C -0.4465 20.1350 14.4874
Cl 0.6518 9.7916 10.7433
C 0.7614 17.7760 10.9792
C -0.9730 17.9410 15.3348
C -4.3429 13.3214 12.2178
C -5.4230 20.4801 12.8531
*
```

LUMO level in eV: -2.146
HOMO-LUMO gap in Eh: 0.31246
E_HOMO in hartree: -0.391

The molecule's Mulliken atomic charges, reported in e, are given here: atom 1 (H): 0.37, atom 2 (O): 0.66, atom 3 (H): 0.36, atom 4 (H): -0.04, atom 5 (H): -0.76, atom 6 (C): -0.11, atom 7 (H): 0.49, atom 8 (C): 1.16, atom 9 (H): -0.01, atom 10 (C): -0.57, atom 11 (H): 0.48, atom 12 (C): 0.02, atom 13 (H): 0.33, atom 14 (H): 0.30, atom 15 (C): -1.71, atom 16 (H): 0.38, atom 17 (C): -0.67, atom 18 (C): -0.46, atom 19 (C): -0.63, atom 20 (C): -0.65, atom 21 (H): 0.43, atom 22 (H): 0.14, atom 23 (H): 0.37, atom 24 (H): 0.42, atom 25 (H): 0.51, atom 26 (C): 1.40, atom 27 (H): 0.38, atom 28 (Cl): -0.19, atom 29 (H): -0.76, atom 30 (C): 0.20, atom 31 (H): 0.04, atom 32 (C): -0.98, atom 33 (H): 0.20, atom 34 (H): 0.48, atom 35 (C): 0.94, atom 36 (C): -0.98, atom 37 (C): -0.99, atom 38 (C): -0.78, atom 39 (H): 0.41, atom 40 (H): 0.38, atom 41 (C): 0.72, atom 42 (H): -0.25, atom 43 (C): -0.64, atom 44 (H): -0.20, atom 45 (H): 0.47, atom 46 (H): 0.42, atom 47 (N): 1.60, atom 48 (C): -1.02, atom 49 (H): -0.06, atom 50 (H): 0.26, atom 51 (C): 0.76, atom 52 (Ge): 1.92, atom 53 (H): 0.53, atom 54 (H): 0.21, atom 55 (H): 0.43, atom 56 (H): 0.32, atom 57 (H): 0.57, atom 58 (C): 1.20, atom 59 (C): -0.66, atom 60 (Cl): -0.17, atom 61 (H): 0.25, atom 62 (H): 0.39, atom 63 (C): 0.20, atom 64 (H): 0.33, atom 65 (H): 0.34, atom 66 (C): -0.41, atom 67 (C): -1.13, atom 68 (C): -1.10, atom 69 (H): 0.49, atom 70 (C): -0.09, atom 71 (Al): -1.59, atom 72 (C): -0.82, atom 73 (H): 0.39, atom 74 (H): 0.46, atom 75 (C): 0.29, atom 76 (H): -0.30, atom 77 (C): -0.69, atom 78 (H): 0.53, atom 79 (H): 0.45, atom 80 (N): 0.40, atom 81 (C): -0.74, atom 82 (Cl): -0.20, atom 83 (C): -0.68, atom 84 (C): -1.19, atom 85 (C): -0.55, atom 86 (C): -0.98

C3H5N3 | ωB97M-V/def2-TZVPD

The geometry in ORCA input format:
```
! RIJCOSX wB97M-V def2-TZVPD def2/J DEFGRID3
* xyz 2 1
N -1.7229 0.7695 0.1043
C 2.1349 0.1012 0.0096
H -2.5996 -1.2200 -0.0717
H -0.1651 -1.9169 -0.1568
C -0.5645 1.2638 -0.0106
H -0.1898 2.2223 -0.0724
N 0.3187 0.1436 0.0551
C -0.4437 -0.9589 -0.0396
H 2.4649 0.7829 -0.6762
N -1.7075 -0.5979 0.0177
H 2.4745 -0.5896 0.8407
*
```

LUMO level (spin up / spin down) in eV: -14.860 / -14.858
HOMO-LUMO gap (spin up / spin down) in Eh: 0.23773 / 0.23781
E_HOMO (spin up / spin down) in hartree: -0.784 / -0.784
SMILES: C=[N+]1C=N[NH+]=C1

The molecule's Mulliken atomic charges, reported in e, are given here: atom 1 (N): -0.29, atom 2 (C): 0.27, atom 3 (H): 0.34, atom 4 (H): 0.49, atom 5 (C): -0.01, atom 6 (H): 0.44, atom 7 (N): -0.06, atom 8 (C): -0.01, atom 9 (H): 0.36, atom 10 (N): 0.13, atom 11 (H): 0.36

Going through the records in order, we get relative energy (zero: lowest compared OMol25 entry of this formula, charge and spin) values of 0.508, 0.396, 1.078, 4.539 eV.